(1)
Entry from OMol25: a cluster of 2 separate species, C19H18F in total (ωB97M-V/def2-TZVPD).

Calculated values
Net charge ... +1
Gap between HOMO and LUMO ... 5.67 eV
Total energy ... -834.34469 Ha
ΔE to the lowest compared entry with this formula, charge and spin ... 0.0 kJ/mol

Cartesian coordinates (Å):
H  -0.27597  -0.08627  0.94277
C  -0.49254  0.79990  1.62751
C  0.39453  0.73453  2.84641
C  1.30101  1.67777  3.16688
C  1.51410  2.93929  2.34264
C  0.54674  3.04466  1.17193
C  -0.34775  2.09448  0.86967
H  -1.54666  0.65492  1.93263
H  0.24790  -0.14470  3.47864
H  1.91817  1.59343  4.07077
H  1.38687  3.82444  3.00265
H  2.56320  2.98340  1.97852
H  0.61029  3.98119  0.59490
H  -1.04526  2.22170  0.03197
F  5.03739  -0.70838  -1.16265
C  3.69478  -0.95923  -1.04814
C  3.29287  -2.01387  -0.23032
C  1.93495  -2.22389  -0.06741
C  0.95454  -1.39668  -0.69317
C  -0.41418  -1.57892  -0.30295
C  -1.63171  -1.25057  -0.98662
C  -2.80426  -2.00665  -0.66154
C  -4.05902  -1.65232  -1.13683
C  -4.20296  -0.54615  -1.99861
C  -3.05686  0.15355  -2.40851
C  -1.79188  -0.18731  -1.92041
C  1.42976  -0.43113  -1.62011
C  2.79320  -0.17814  -1.76832
H  4.01639  -2.66967  0.24991
H  1.56857  -3.05647  0.53233
H  -0.55245  -2.22794  0.56596
H  -2.66061  -2.89271  -0.03581
H  -4.92444  -2.26206  -0.85992
H  -5.19766  -0.28053  -2.36756
H  -3.17026  0.95930  -3.14217
H  -0.94417  0.38556  -2.28703
H  0.75089  0.11966  -2.25671
H  3.16245  0.58579  -2.45127

=====

(2)
Entry from OMol25: the ion C3H7N2S2 with charge +1 (ωB97M-V/def2-TZVPD).

Calculated values
Net charge ... +1
Gap between HOMO and LUMO (alpha / beta) ... 6.59 / 7.20 eV
Total energy ... -1024.01606 Ha
ΔE to the lowest compared entry with this formula, charge and spin ... 385.8 kJ/mol

Cartesian coordinates (Å):
C  -1.57219  0.88643  0.46947
C  0.81569  0.21897  0.52615
C  1.73078  -0.23918  -0.54124
N  -1.70840  0.67939  1.72768
N  -0.43787  0.78413  -0.13681
S  0.43600  -1.01137  1.85415
S  -3.14948  0.24791  2.44722
H  -2.41937  1.13819  -0.08521
H  1.13143  1.07294  1.10055
H  2.76799  -0.20715  -0.26904
H  1.64171  0.15644  -1.52930
H  1.68662  -1.36575  -0.54872
H  -0.51841  0.85554  -1.21613
H  -2.69526  0.80949  3.56116

=====

(3)
Entry from OMol25: a structure of composition C32H38BaN6O2S2 (ωB97M-V/def2-TZVPD).

Calculated values
Gap between HOMO and LUMO ... 6.23 eV
Total energy ... -2543.18966 Ha
ΔE to the lowest compared entry with this formula, charge and spin ... 103.6 kJ/mol

Cartesian coordinates (Å):
Ba  0.11950  0.50471  -0.20249
C  -0.80294  1.35246  -3.48243
C  -2.31875  1.18906  -3.52038
C  -3.05034  1.26258  -2.20095
C  -4.43631  1.11436  -2.18419
C  -5.11723  1.25157  -0.98763
C  -4.39779  1.56593  0.15722
C  -3.02487  1.69930  0.05026
N  -2.36164  1.52097  -1.09443
N  -0.00777  0.22792  -2.95822
C  -0.35179  -1.04669  -3.58774
C  -1.59707  -1.69176  -3.03194
C  -2.37354  -2.52559  -3.83670
C  -3.51606  -3.09670  -3.30718
C  -3.86344  -2.80493  -1.99490
C  -3.02806  -1.97625  -1.26932
N  -1.90841  -1.44621  -1.76340
C  1.39590  0.54841  -3.22229
C  2.40604  -0.43659  -2.69622
C  3.68382  -0.42711  -3.25089
C  4.63316  -1.31176  -2.78283
C  4.27897  -2.19431  -1.77128
C  2.99591  -2.12283  -1.26804
N  2.07131  -1.26303  -1.70489
H  -0.57121  2.22636  -2.86724
H  -0.48210  1.56915  -4.51391
H  -2.60637  0.27468  -4.03919
H  -2.69979  2.00864  -4.13637
H  -4.96959  0.89575  -3.10169
H  -6.19267  1.13232  -0.95008
H  -4.88652  1.71260  1.11049
H  -2.41197  1.97121  0.90339
H  0.46505  -1.74285  -3.39828
H  -0.44359  -0.94513  -4.68157
H  -2.08542  -2.70357  -4.86519
H  -4.13642  -3.74692  -3.91044
H  -4.76169  -3.20974  -1.54908
H  -3.26271  -1.70649  -0.24304
H  1.62816  1.50652  -2.73950
H  1.56809  0.67083  -4.30438
H  3.92024  0.28589  -4.02979
H  5.63331  -1.31554  -3.19539
H  4.98334  -2.91383  -1.37804
H  2.69618  -2.79046  -0.46534
C  1.36446  -2.29036  2.28359
C  2.16532  -0.99155  2.43977
N  1.29689  0.17306  2.36067
C  0.60674  0.53743  3.59643
C  -0.61593  -0.30595  3.95759
S  -1.82150  -0.59879  2.61367
C  -1.73316  -2.41503  2.43273
C  -0.80831  -2.93747  1.32438
N  0.40805  -2.16009  1.19284
H  0.81479  -2.49306  3.20147
H  2.05921  -3.12893  2.14071
H  2.88779  -0.91647  1.62153
H  2.72478  -1.02820  3.38598
H  1.87000  0.97195  2.09303
H  0.27623  1.56653  3.48106
H  1.29019  0.49487  4.46012
H  -1.16716  0.22863  4.73093
H  -0.35093  -1.28053  4.36491
H  -2.75446  -2.73661  2.22684
H  -1.45805  -2.81569  3.40774
H  -1.33105  -2.87737  0.37146
H  -0.61748  -4.00424  1.52510
H  0.85336  -2.36694  0.30877
O  -0.00408  3.42976  2.61698
C  0.39347  3.24923  1.46349
O  -0.10898  2.37812  0.65911
C  1.51630  4.10656  0.94062
C  1.50729  5.44117  1.34248
C  2.47336  6.33398  0.91984
C  3.48965  5.87512  0.09066
C  3.52754  4.54883  -0.29621
C  2.54977  3.62825  0.11390
S  2.75461  1.95830  -0.40401
H  0.71145  5.76117  2.00358
H  2.44335  7.36840  1.23790
H  4.26142  6.55618  -0.24970
H  4.33093  4.18852  -0.92561

=====

(4)
Entry from OMol25: the molecule C3H8N2O2 (ωB97M-V/def2-TZVPD).

Calculated values
SMILES ... NCCN=C(O)O
Gap between HOMO and LUMO ... 9.43 eV
Total energy ... -379.05891 Ha
ΔE to the lowest compared entry with this formula, charge and spin ... 215.5 kJ/mol

Cartesian coordinates (Å):
C  -1.32649  -0.05390  -0.31029
C  -1.08138  -0.80828  0.98932
C  0.82348  0.79066  -0.61817
N  0.48350  -1.06175  1.12605
O  1.74902  1.76587  -0.52041
O  1.20262  -0.13193  -1.53112
N  -0.40742  1.09010  -0.31428
H  1.28607  2.53477  -0.14778
H  1.96913  0.22923  -2.00202
H  0.91472  -0.25656  1.57501
H  0.84028  -1.71263  0.42626
H  -1.16996  -0.70901  -1.17653
H  -2.35190  0.33026  -0.33243
H  -1.54756  -1.79502  0.98330
H  -1.38412  -0.21182  1.85307